A molecular structure, C31H32N2Se2Si2Sn in a non-equilibrium geometry, computed with wB97M-V/def2-TZVPD.

XYZ file:
```
70
Properties=species:S:1:pos:R:3:forces:R:3:lowdin_charge:R:1
H -1.144446 -1.422577 3.411090 0.0 0.2 0.1 0.012
H 3.021267 6.719409 -0.343211 0.1 0.1 0.0 0.116
C 1.503592 6.080927 -1.710763 0.1 0.0 0.1 -0.047
C -1.291877 -3.858531 0.088022 0.0 0.9 0.2 -0.193
H -0.257193 -4.184054 0.183102 0.1 0.1 0.0 0.020
C 3.491160 -2.831689 0.734130 0.2 0.0 -0.1 -0.001
Se 2.191811 0.887273 -1.713792 0.3 0.2 0.3 0.691
H -4.138802 -2.295947 1.430810 0.0 -0.2 0.1 0.040
H -3.624149 1.212775 3.872536 -0.1 -0.1 0.1 0.112
C 1.861775 2.331471 2.730290 -0.7 0.4 -0.7 -0.306
H -1.343772 5.164227 2.002743 0.0 0.2 -0.1 0.108
Sn -0.129829 0.098332 0.461233 0.0 -0.1 -0.1 1.114
C 0.217086 4.172360 -1.036510 -0.1 -0.2 0.2 -0.118
C -1.145480 -2.395108 2.927932 -0.1 0.1 -0.8 -0.219
H 4.613154 1.239145 5.214251 0.1 0.0 0.1 0.116
C 4.386544 -2.326221 -0.201267 -0.2 0.0 0.2 0.001
H 2.537071 4.959436 1.302839 0.1 0.0 0.1 0.108
H 3.153197 1.525117 1.209516 0.0 0.0 0.1 0.079
C -3.449478 -1.610821 0.945523 0.9 -0.2 -0.1 -0.210
C -3.691095 3.339353 3.601081 0.0 0.0 0.0 -0.048
H 0.852091 3.107858 4.453527 -0.2 0.0 0.1 0.106
Se 0.871037 -0.367931 -3.129230 -0.3 -0.4 -0.4 0.759
H 3.713380 -3.729646 1.289234 0.0 0.0 0.1 0.127
H -2.686971 1.532250 -0.386135 -0.1 0.1 0.1 0.114
C -1.836348 4.299160 2.418002 0.2 0.0 -0.1 -0.082
C -2.675028 1.679171 -3.760791 -0.1 0.0 0.3 -0.004
H -0.164647 -2.837373 3.074155 0.2 -0.1 0.0 0.016
H -4.631552 3.452173 4.116093 -0.1 0.0 0.0 0.117
C 0.944816 4.089068 0.152774 -0.3 -0.8 0.7 -0.298
C 1.727632 2.590048 4.094678 -0.1 0.0 -0.2 -0.085
H -3.999352 2.487549 -2.261780 -0.2 0.0 0.0 0.125
H 1.582940 -2.497306 1.678789 0.0 -0.1 0.0 0.100
H 4.886533 0.799176 2.806090 0.1 0.0 0.0 0.110
H -3.477088 5.428377 3.195893 -0.1 0.1 0.0 0.117
H -3.774303 -1.504980 -0.085856 0.0 0.0 -0.2 0.027
C -0.810659 0.513108 -2.833600 0.1 0.1 -0.2 -0.652
C -1.894928 1.943709 2.854873 0.2 -0.1 -0.1 -0.161
H -0.072030 5.217801 -2.875395 0.0 0.0 -0.1 0.111
H -1.414544 0.967909 2.816095 -0.1 0.0 0.1 0.039
C 4.041706 -1.181920 -0.905895 -0.1 0.1 0.0 -0.057
H -1.852966 -3.015722 3.471096 -0.2 -0.2 0.0 0.042
C -1.509039 0.962937 -3.949533 0.2 -0.1 0.1 -0.069
C -2.383191 1.391104 -1.415324 -0.1 0.1 0.3 -0.147
C -1.238591 3.044714 2.305301 0.9 0.0 -0.4 -0.316
C 3.845696 1.545345 4.521379 -0.1 0.0 -0.1 -0.052
C 2.297684 -2.168252 0.939007 -0.1 -0.1 0.2 -0.105
C -3.121171 2.080083 3.473847 0.0 -0.1 0.1 -0.068
C 2.804725 -0.610134 -0.662664 0.1 0.2 -0.3 -0.685
H -3.556129 -0.646389 1.437059 0.1 0.1 0.1 0.011
H -3.222230 2.066502 -4.605230 -0.1 0.0 -0.1 0.130
Si 0.487676 2.850171 1.521855 -0.1 -0.5 0.1 0.826
H -0.588337 3.468523 -1.222070 0.0 0.0 -0.1 0.082
C 2.716181 2.202334 4.981351 0.1 0.0 0.2 -0.056
C -3.113187 1.910228 -2.460528 0.0 0.0 -0.2 -0.011
H 2.604457 2.411200 6.034752 0.0 0.0 0.1 0.117
C -3.043726 4.447746 3.079899 -0.1 0.0 0.1 -0.052
Si -1.653151 -2.259636 1.083073 -0.2 0.1 0.4 0.548
H 1.709854 6.859327 -2.428275 0.0 0.1 -0.1 0.117
N -1.249987 0.705881 -1.592748 0.4 -0.2 0.2 -0.132
C 2.238983 6.003671 -0.537537 0.0 0.1 -0.1 -0.053
C 3.997608 1.296343 3.164309 0.1 -0.1 0.0 -0.068
C 0.498735 5.160234 -1.960541 -0.1 -0.1 -0.1 -0.066
H 5.329674 -2.817875 -0.386421 0.1 0.0 0.0 0.131
H -1.919987 -4.667292 0.459677 -0.1 0.0 0.2 0.043
H -1.514323 -3.742484 -0.971298 0.0 0.1 0.0 0.029
C 3.016900 1.691250 2.275229 -0.1 0.1 -0.2 -0.123
N 1.955829 -1.083561 0.245725 -0.4 0.4 -0.1 -0.126
H 4.699275 -0.752881 -1.647703 0.0 0.0 0.0 0.120
H -1.112902 0.772931 -4.936163 0.0 0.1 0.0 0.115
C 1.966988 5.009973 0.386136 0.0 -0.2 0.2 -0.085
```
Positions in Å, forces in eV/Å.

Summary:
Lowest unoccupied orbital energy (Ha): -0.2281
HOMO (Ha): -0.48786
Net charge: +2
Max |F| (hartree/bohr): 0.022
Energy relative to the best compared isomer or geometry (same formula, charge and spin) (kJ/mol): 97.4
DFT total energy (eV): -187913.26438


A molecular structure, C31H35CaF2N4O8PS2 in a non-equilibrium geometry, computed with wB97M-V/def2-TZVPD.

XYZ file:
```
84
Properties=species:S:1:pos:R:3:forces:R:3:lowdin_charge:R:1
H 0.201185 3.040154 -3.959719 0.1 -0.1 0.0 0.099
C 2.485485 0.658054 2.454181 1.7 -0.4 1.7 -0.739
H -4.630015 -2.510846 -1.000619 -0.1 -0.1 -0.1 0.052
C 3.682885 4.789854 4.834781 -0.1 0.1 0.0 -0.044
C 3.174685 -0.810546 4.297981 0.1 0.4 -0.1 -0.423
N -0.990815 1.287154 -1.358419 0.4 -0.2 0.3 0.074
H 3.263885 -0.602746 -0.185119 0.2 -0.1 0.2 0.101
O -1.969015 -1.276946 3.055481 -0.4 0.4 0.3 0.128
C -4.083215 -2.496346 -0.057919 0.1 0.1 0.1 -0.129
H 1.178485 6.408754 6.152281 0.1 -0.1 0.1 0.079
H -2.273615 -3.212446 0.808781 -0.1 0.0 0.0 0.088
C -3.011115 -1.247746 -3.357119 0.2 0.0 -0.1 -0.149
H 3.650985 -1.282746 5.133981 0.0 -0.2 0.1 0.035
H 4.387685 4.885354 5.650881 0.1 0.0 0.0 0.101
H -4.203815 -3.688246 -2.907419 -0.2 0.0 0.1 0.057
C -0.183115 -3.673746 -1.406619 -0.1 0.3 -0.1 -0.543
H -1.450215 -2.654046 -3.712719 0.0 0.0 0.1 0.089
C -2.343515 -2.594546 -3.077219 0.0 0.1 0.4 -0.535
O -2.643415 2.006354 3.028681 -0.3 -0.3 -0.3 0.109
C 2.090085 -1.198846 3.592881 0.2 -0.3 0.4 -0.251
C 2.456885 5.445754 4.914881 0.1 -0.1 -0.3 -0.335
H -2.324215 -0.441646 -3.109119 0.0 0.2 0.0 0.044
H -4.737515 -2.885546 0.722381 -0.1 -0.1 0.1 0.073
O 4.725185 2.329354 1.409981 -0.2 0.0 0.4 -0.359
O -1.926415 0.429954 1.474681 -0.4 0.3 0.3 -0.286
C 3.057885 3.873654 2.714581 0.2 -0.5 -0.4 -0.286
C 1.198885 1.070054 -2.278019 0.3 -0.2 0.0 -0.163
C -2.669115 2.724154 -2.243919 0.1 0.0 -0.1 -0.074
C -1.481915 -0.922646 2.020981 -0.6 -1.9 1.2 -0.721
H -3.881815 -5.080746 0.473381 -0.1 -0.1 0.1 0.067
C -0.129115 1.690654 -2.296919 -0.3 0.4 -0.6 -0.223
C -0.315315 -4.958546 -2.223519 -0.1 0.1 0.3 -0.135
H -3.297015 -1.156346 -4.408319 -0.1 0.0 -0.1 0.067
H 1.924285 -3.463546 -1.911019 0.1 0.0 0.0 0.075
H 0.015185 -3.928046 -0.358919 0.0 0.0 0.0 0.104
H -2.272715 -5.446246 -0.124219 0.1 -0.1 0.0 0.055
C -2.220315 1.768854 -1.339219 -0.7 0.4 -0.1 -0.128
N 2.169085 6.280554 6.000281 -0.1 0.2 0.2 0.071
N 2.301485 1.576554 1.551681 0.2 1.8 -1.2 -0.216
C -2.808815 -3.331946 -0.140819 0.1 0.1 -0.2 -0.534
Ca 0.281485 0.478654 0.830281 0.8 0.8 -1.4 1.392
H -2.827615 -4.703746 -3.344819 0.0 -0.1 0.0 0.046
N 1.722085 -0.389346 2.572581 -0.4 -0.1 -0.4 -0.042
H 2.655585 6.024554 6.847981 -0.1 0.0 -0.1 0.076
H -2.073215 3.958454 -3.903519 0.0 0.0 0.0 0.094
C 3.980485 4.004754 3.734681 0.0 0.0 -0.1 -0.098
H 1.142985 -1.975446 -1.333619 0.1 -0.1 -0.2 0.033
H 0.581385 5.805754 3.941681 -0.1 0.0 0.0 0.107
H 1.505585 -2.087746 3.768281 0.0 -0.1 0.1 0.107
C -3.282815 -3.727146 -3.481619 0.2 0.0 0.0 -0.136
O -0.672515 -1.416346 1.246481 0.2 -1.0 -0.4 -0.139
C -0.498315 2.673054 -3.226819 -0.1 0.1 0.0 -0.017
S 3.343485 2.762554 1.328081 0.2 0.3 -0.4 0.559
C 2.058985 1.111754 -3.374319 0.1 -0.1 0.0 -0.212
S 3.801685 0.685754 3.652781 -0.3 -0.7 0.2 1.024
C -1.693615 1.512354 2.490381 -1.1 1.7 1.4 -0.694
H -3.572815 -5.048946 -1.258519 0.0 -0.1 -0.1 0.045
C -1.775915 3.195354 -3.191519 -0.1 -0.1 0.1 -0.090
O -3.258215 0.282954 1.049281 -1.2 -0.2 -0.4 -0.191
P -1.626315 -2.451746 -1.311019 -0.1 -0.9 -0.5 1.140
C -3.144515 -4.816646 -0.288119 0.2 0.2 0.1 -0.123
O -0.484615 1.726854 2.527581 0.9 0.2 0.3 -0.061
C 1.598685 0.419954 -1.088319 0.9 0.0 -1.4 -0.176
F 1.666685 1.579754 -4.612519 0.0 0.0 0.3 0.003
H 0.831985 -2.567646 -2.968319 0.0 0.1 -0.1 0.073
C 1.837385 4.517054 2.782681 -0.1 0.1 0.1 -0.048
C 1.006685 -2.873346 -1.935519 -0.1 0.0 0.4 -0.141
H -3.837615 -1.463146 0.203481 -0.1 0.0 -0.1 0.043
H -3.899215 -1.126546 -2.740519 -0.1 0.1 0.1 0.065
H -3.683515 3.089254 -2.200319 -0.1 0.0 0.1 0.090
C 2.901985 -0.086746 -1.064719 0.2 0.1 -0.1 -0.106
H -3.548615 -3.625346 -4.538119 0.0 0.0 -0.1 0.067
H 0.605385 -5.541546 -2.134719 0.1 0.0 0.0 0.068
H -0.459315 -4.724346 -3.275619 0.0 0.0 -0.2 0.061
H 3.997585 0.700154 -4.180719 0.1 0.0 -0.1 0.112
H -1.140415 -5.583446 -1.897819 -0.1 -0.1 0.0 0.040
F 5.043885 -0.407046 -2.070719 -0.2 0.1 0.0 0.017
H -2.880315 1.356454 -0.577419 0.0 0.0 0.1 0.087
H 4.915585 3.473654 3.655681 0.1 0.0 0.0 0.093
O 2.978085 3.475954 0.130781 -0.3 0.0 0.3 -0.309
H 1.134985 4.367054 1.978481 -0.2 0.0 0.0 0.118
C 3.350485 0.638254 -3.320219 0.1 0.0 -0.1 0.028
C 3.759485 0.066354 -2.130719 0.0 -0.2 0.0 -0.269
C 1.538785 5.309454 3.873181 0.1 0.0 0.0 -0.026
```
Positions in Å, forces in eV/Å.

Summary:
Lowest unoccupied orbital energy (Ha): 0.1534
HOMO (Ha): -0.09663
Net charge: -2
Max |F| (hartree/bohr): 0.048
Energy relative to the best compared isomer or geometry (same formula, charge and spin) (kJ/mol): 347.5
DFT total energy (eV): -109889.78756


A molecular structure, C30H26BrIrN3S4, computed with wB97M-V/def2-TZVPD.

XYZ file:
```
65
Properties=species:S:1:pos:R:3:forces:R:3:lowdin_spin:R:1
S 1.486788 -1.092404 1.679876 -0.3 0.0 0.3 0.085
C -2.747045 -0.077409 0.416489 0.1 -0.1 0.0 0.005
C -0.562491 -3.170544 2.252629 -0.2 -0.2 0.0 0.209
H -3.175685 -3.757148 -0.214484 0.0 0.0 0.0 0.003
C 2.852642 -0.317381 3.919054 0.0 0.0 0.0 0.007
C -3.056964 -2.690955 -0.100410 0.0 0.0 0.2 0.007
C -4.131635 -1.852922 -0.320498 -0.1 0.0 0.0 0.005
H -4.817147 0.169189 -0.032408 0.0 0.0 0.0 0.000
H 1.526879 3.892085 0.686833 -0.1 0.0 0.0 0.000
C -1.838710 -2.188605 0.328717 -0.1 -0.1 -0.1 0.026
C 2.488771 0.471305 -1.959203 0.1 0.0 0.1 0.000
H -2.605069 0.501200 -4.200587 0.0 0.0 0.0 0.000
C -1.065386 -4.587571 0.262075 0.1 0.0 -0.1 0.179
H -0.421541 -4.230445 4.086787 0.0 0.0 0.0 -0.003
Br -2.744570 1.694248 1.049674 0.0 0.0 0.0 0.001
H 2.639818 2.813167 1.508766 0.0 0.1 0.0 0.000
H 3.652072 0.775165 -3.715873 0.0 0.0 0.0 0.000
H -2.214009 3.944219 -5.078071 0.0 0.0 0.0 0.000
H -1.010525 -6.419415 3.105774 0.0 0.0 0.0 0.014
H 3.244933 4.099770 -1.047635 0.0 0.0 0.0 0.000
H -3.692409 3.786902 -4.144039 0.0 0.0 0.0 0.000
H 2.155022 -1.086044 -3.353200 0.0 0.0 0.0 0.000
H -1.352228 -0.622114 -2.409620 0.0 0.0 0.0 0.000
C 1.813906 2.847333 0.797743 0.0 0.0 0.1 0.001
N 1.979231 0.999245 -0.819303 0.1 0.2 -0.2 0.001
S 0.780333 -1.667451 -1.471351 0.0 0.2 -0.1 0.006
H 1.125466 3.146814 4.097282 0.0 0.0 0.0 0.000
C 3.042826 3.077137 -1.335037 0.1 0.0 0.1 0.000
C 3.544426 2.550541 -2.512888 0.0 0.0 0.0 0.000
C -2.124155 2.486023 -3.517648 0.0 0.0 0.0 0.000
H 3.785555 0.228125 5.762865 0.0 0.0 0.0 0.000
N -0.730926 1.117648 -1.494193 0.1 0.0 0.0 0.000
H -5.078750 -2.242254 -0.669203 0.0 0.0 0.0 0.001
H 0.175651 -2.928527 0.284293 0.0 0.1 0.1 0.027
C -2.867393 3.224381 -4.584372 0.0 0.0 0.0 0.000
C -0.779114 -3.203069 0.763169 0.2 -0.1 -0.1 0.055
C -0.625780 -4.312483 3.026624 0.0 0.1 0.0 0.005
C 3.271712 1.233023 -2.813586 0.0 0.0 0.0 0.000
H -1.157102 -4.705856 -0.811142 0.0 0.0 0.0 0.007
H 3.307048 -1.298828 3.876902 0.0 0.0 0.0 0.000
C 2.477085 1.774060 5.053559 0.0 0.0 0.0 0.007
C -1.394838 0.456132 -2.454623 -0.1 0.0 0.1 0.000
C 1.610390 2.179999 4.050282 0.0 0.0 0.0 0.001
H -1.424789 4.247388 -2.480725 0.0 0.0 0.0 0.000
S 0.437267 1.935227 1.590252 0.1 0.1 -0.1 0.002
C -3.989444 -0.522467 0.004746 0.0 0.0 0.0 -0.001
C 1.381535 1.335098 2.971590 0.0 0.0 0.0 0.005
H 4.140057 3.159052 -3.179813 0.0 0.0 0.0 0.000
C -1.435377 3.165856 -2.512180 0.0 0.0 0.0 0.000
C 2.276685 2.282271 -0.507556 0.1 -0.1 0.0 0.000
H -3.272316 2.548405 -5.333494 0.0 0.0 0.0 0.000
H -1.324917 -6.639901 0.641184 0.0 0.0 0.0 -0.004
H 2.664503 2.427891 5.894145 0.0 0.0 0.0 0.000
H 3.126838 -1.532603 -1.963093 0.0 0.0 0.0 0.000
Ir 0.352099 0.089070 0.038679 -0.5 -0.1 -0.1 0.006
N -1.636103 -0.842525 0.465301 0.1 0.1 0.0 -0.001
C -2.091078 1.098150 -3.459198 0.0 0.0 0.0 0.000
C -0.775426 2.461779 -1.534768 0.1 0.0 -0.1 0.000
H -0.271480 2.995181 -0.742355 0.0 0.0 0.0 0.000
C 3.106856 0.537314 4.979969 0.0 0.0 0.0 0.000
C -0.947437 -5.545106 2.474379 0.0 0.0 0.0 0.279
C 2.245599 -0.965597 -2.274426 0.0 0.0 0.1 0.002
C 1.978700 0.088280 2.918023 0.2 -0.1 -0.1 0.002
C -1.139982 -5.663324 1.068238 0.0 0.0 0.0 0.006
S -0.168897 -1.675693 2.991075 0.3 -0.1 -0.1 0.057
```
Positions in Å, forces in eV/Å.

Summary:
Lowest unoccupied orbital energy (alpha / beta) (Ha): -0.2074 / -0.2358
HOMO (alpha / beta) (Ha): -0.44424 / -0.49530
Net charge: +2
Max |F| (hartree/bohr): 0.010
Energy relative to the best compared isomer or geometry (same formula, charge and spin) (kJ/mol): 95.6
Expectation value of S²: 0.798
Multiplicity: 2
DFT total energy (eV): -152212.97840


C3H3NO in the gas phase, computed with wB97M-V/def2-TZVPD.

XYZ file:
```
8
Properties=species:S:1:pos:R:3:forces:R:3:lowdin_charge:R:1
C -0.887130 0.639824 0.043895 -0.3 0.0 -0.1 -0.295
H -0.522769 1.585497 0.487329 -0.1 -0.1 -0.1 0.129
N 1.913280 -0.288411 0.134234 -0.3 0.5 -0.7 0.104
C 0.098577 -0.515280 0.077797 -0.4 -0.3 0.1 -0.157
C 1.392034 0.219326 -0.814226 0.6 -0.3 0.6 -0.081
O -1.987023 0.512499 -0.422237 0.5 0.1 0.2 0.075
H 0.216970 -0.863080 1.109410 0.0 0.1 -0.1 0.115
H -0.222003 -1.336060 -0.560568 0.1 0.1 0.1 0.110
```
Positions in Å, forces in eV/Å.

Summary:
Lowest unoccupied orbital energy (Ha): 0.0119
HOMO (Ha): -0.39517
Net charge: 0
Max |F| (hartree/bohr): 0.018
Energy relative to the best compared isomer or geometry (same formula, charge and spin) (kJ/mol): 269.8
DFT total energy (eV): -6693.69547


C5H8O in the gas phase, computed with wB97M-V/def2-TZVPD.

XYZ file:
```
14
Properties=species:S:1:pos:R:3:forces:R:3:lowdin_charge:R:1
H -2.284447 -0.471680 0.346753 0.1 0.1 -0.1 0.101
H -0.992744 1.460103 1.182958 0.1 -0.1 -0.2 0.103
C 0.566961 -0.019385 0.506006 0.1 0.0 0.0 -0.276
H 2.134094 1.427348 -0.126918 0.0 -0.1 0.0 0.127
H -0.383565 -2.047074 0.366612 0.0 0.1 -0.1 0.106
C -0.596613 0.979464 0.282926 -0.1 0.2 0.0 -0.143
O 2.626198 -0.458878 -0.648174 -0.3 0.4 0.2 0.055
H -1.842049 -0.000091 -1.304951 0.1 -0.1 0.2 0.100
H -0.359547 1.766064 -0.443988 0.0 -0.2 0.1 0.105
H 0.206916 -1.392846 -1.174618 -0.1 0.0 0.2 0.108
H 0.755818 -0.227225 1.568161 0.0 0.1 -0.2 0.150
C 1.881800 0.342255 -0.134561 0.2 -0.3 -0.1 -0.238
C -1.451470 -0.176752 -0.298418 -0.2 0.0 0.0 -0.164
C -0.234787 -1.130292 -0.209195 0.0 -0.2 0.0 -0.133
```
Positions in Å, forces in eV/Å.

Summary:
Lowest unoccupied orbital energy (Ha): 0.0366
HOMO (Ha): -0.35897
Net charge: 0
Max |F| (hartree/bohr): 0.011
Energy relative to the best compared isomer or geometry (same formula, charge and spin) (kJ/mol): 117.3
SMILES string: O=CC1CCC1
DFT total energy (eV): -7361.03939